Formula: C49H62AsGe2N9O2SW
Source: the Open Molecules 2025 dataset
Level of theory: ωB97M-V/def2-TZVPD

Last column: Mulliken charge in e.
Cartesian coordinates (Å):
W: 0.001 -0.135 0.137  1.1145
As: 0.507 -2.349 1.534  2.0813
Ge: -3.528 1.871 2.505  0.9917
Ge: -2.204 1.009 0.393  1.6011
S: -0.429 0.872 -2.137  -0.7596
O: 0.543 -1.588 -1.125  -0.3966
O: 1.045 -1.763 -3.285  -0.8277
N: -1.799 -1.898 -0.493  -0.5162
N: 0.980 1.701 0.204  1.0705
N: 2.239 2.153 -6.541  -0.3849
N: 0.210 0.507 2.228  0.6626
N: 0.316 0.882 -6.515  -0.4123
N: 0.612 3.168 -2.959  0.2545
N: 1.199 2.551 -0.832  -0.8866
N: 2.030 0.366 -5.079  0.1829
N: 2.606 -0.190 -0.702  -0.5785
C: -0.278 -3.448 6.090  -0.7984
C: 1.028 -3.294 5.647  -0.8248
C: 1.249 -6.196 0.247  -0.5230
C: -1.335 -3.285 5.202  -0.8856
C: -3.356 3.250 -1.205  -0.9552
C: 2.797 -1.348 -1.615  2.6839
C: -1.080 -2.964 3.879  -0.3406
C: 1.741 1.958 1.255  0.5508
C: 2.566 -4.109 0.869  0.9947
C: 3.863 -0.955 -4.075  -1.5683
C: 1.194 4.509 -2.799  -0.3203
C: 3.377 0.436 -4.522  -0.6014
C: 2.385 -2.817 1.374  -1.3178
C: 1.287 -2.960 4.323  -0.5262
C: -3.455 4.554 -1.666  -0.9431
C: 1.550 1.119 -6.050  0.8941
C: -0.481 0.089 3.299  -0.2687
C: 3.472 -2.017 1.700  -0.2003
C: 3.862 -4.571 0.659  -0.3301
C: 4.008 -1.233 -2.570  -1.1762
C: -4.789 -0.399 0.156  -0.1417
C: -4.899 -0.562 -2.595  -0.7687
C: -3.751 0.174 -0.582  0.2291
C: -4.075 0.440 3.762  -1.1146
C: -1.629 5.199 -0.252  -0.9354
C: 2.712 4.506 -2.925  -0.9568
C: -3.837 0.083 -1.976  -0.0286
C: -0.106 0.350 4.597  -1.4214
C: -2.363 2.882 -0.293  1.1414
C: 1.284 1.317 2.454  0.0631
C: 0.017 -6.822 0.133  -1.0922
C: 1.320 -4.864 0.637  -0.3545
C: 0.530 2.318 -1.923  -0.3060
C: -5.060 2.864 1.793  -1.0999
C: 0.232 -2.790 3.438  1.1140
C: 1.063 1.064 4.825  -1.3592
C: -2.196 3.011 3.417  -1.0353
C: 4.760 -2.498 1.511  -0.8144
C: 0.136 -4.164 0.902  0.3542
C: -1.151 -6.133 0.428  -0.9535
C: -2.590 5.534 -1.195  -0.8893
C: 1.379 -1.589 -2.139  -0.6291
C: 2.844 2.946 1.182  -1.5555
C: -5.919 -1.123 -1.838  -0.8414
C: -1.516 3.887 0.186  0.2400
C: 4.948 -3.768 0.978  -1.2376
C: -5.867 -1.026 -0.457  -0.7470
C: -1.094 -4.802 0.817  -0.3010
C: 1.760 1.556 3.737  -0.7974
H: -0.707 -0.016 5.418  0.6163
H: -4.729 3.685 1.161  0.3244
H: 1.856 -3.440 6.328  0.4983
H: -1.400 -2.835 -0.505  0.1334
H: -0.189 0.063 -6.223  0.1751
H: -2.014 -1.686 -1.463  0.2577
H: -1.375 -0.476 3.079  1.0711
H: -2.232 2.802 4.488  0.5063
H: 5.951 -4.143 0.825  0.4650
H: 1.455 -0.388 -4.710  0.0492
H: 4.031 -5.562 0.259  0.4956
H: 0.910 4.892 -1.820  0.0568
H: 3.187 2.324 -6.257  0.1663
H: -4.773 -0.281 3.344  0.4352
H: 3.310 -1.032 2.130  0.6105
H: 3.589 2.762 1.954  0.6793
H: -0.471 -3.710 7.122  0.4585
H: -4.937 -0.619 -3.676  0.4638
H: -1.905 -2.856 3.180  0.2767
H: -3.222 -0.086 4.190  0.2447
H: -1.179 2.835 3.066  0.0527
H: -4.758 -0.349 1.237  0.0201
H: -2.701 -1.963 -0.029  0.2283
H: -0.032 -7.860 -0.166  0.4473
H: 2.154 -6.753 0.043  0.4693
H: -4.589 0.963 4.572  0.4811
H: 2.979 -2.200 -0.955  -1.2748
H: 4.054 0.794 -5.299  0.7468
H: 4.864 -1.096 -4.482  0.5231
H: -2.107 -6.636 0.370  0.5014
H: -4.074 2.517 -1.545  0.3458
H: -2.355 -3.412 5.539  0.4981
H: -5.735 2.222 1.230  0.3422
H: -3.073 0.531 -2.596  0.5174
H: 3.032 4.226 -3.930  0.2128
H: 5.616 -1.898 1.794  0.5165
H: 4.679 -0.482 -2.142  0.3069
H: -6.668 -1.432 0.146  0.4703
H: 2.652 0.659 -1.263  0.1013
H: -0.033 1.373 -7.321  0.2080
H: -0.987 5.967 0.161  0.4938
H: 0.759 5.148 -3.566  0.5715
H: 3.318 2.916 0.204  0.1890
H: -0.107 3.055 -3.656  0.3829
H: -4.235 4.816 -2.370  0.4949
H: 1.407 1.248 5.834  0.5735
H: -6.746 -1.624 -2.322  0.4215
H: 3.233 -1.717 -4.529  0.5627
H: 3.397 -0.148 -0.066  0.4864
H: 2.452 3.959 1.317  0.2543
H: -0.760 3.644 0.925  0.1287
H: 2.308 -2.842 3.985  0.3942
H: -2.682 6.556 -1.539  0.4518
H: 2.651 2.153 3.869  0.5909
H: -5.598 3.272 2.652  0.5263
H: -2.010 -4.293 1.093  0.3770
H: 3.096 5.504 -2.718  0.4222
H: -2.441 4.060 3.258  0.4628
H: 3.405 1.163 -3.702  0.1777
H: 4.539 -2.184 -2.503  0.4845
H: 3.153 3.820 -2.203  0.1261
H: 1.924 2.625 -7.373  0.2275

Atomic forces in eV per Å
W 0.7 -2.0 -1.3
As 1.1 -2.0 1.0
Ge 0.5 -0.4 0.2
Ge -3.0 1.6 -0.2
S 0.4 0.3 0.3
O -0.6 -0.7 -0.3
O 0.1 -0.1 0.1
N 0.1 0.5 0.5
N 0.5 1.4 0.5
N 0.0 -0.1 0.0
N 0.2 0.3 0.9
N 0.0 0.0 0.0
N -0.1 0.2 0.3
N 0.5 0.4 0.0
N 0.0 -0.3 0.1
N 0.1 -0.1 -0.4
C 0.1 0.0 0.0
C 0.0 0.0 0.0
C 0.0 0.0 0.0
C -0.1 0.0 0.0
C 0.1 -0.2 0.0
C -0.1 0.3 0.0
C 0.1 0.1 -0.2
C -0.4 0.2 -1.2
C -0.1 0.2 0.0
C 0.0 0.0 0.2
C 0.3 0.0 0.0
C 0.1 0.0 0.1
C 0.0 0.3 0.0
C 0.1 0.1 -0.2
C -0.1 0.1 0.0
C -0.2 0.1 0.0
C -0.2 -0.2 -0.6
C -0.1 0.0 0.1
C 0.0 0.0 0.0
C -0.2 0.0 -0.1
C 0.2 0.1 0.2
C 0.0 0.0 0.0
C 0.3 -0.2 -0.1
C 0.0 0.4 -0.1
C 0.0 0.1 0.0
C -0.1 0.0 0.0
C 0.0 0.0 0.1
C 0.4 0.3 0.4
C 0.5 0.0 0.1
C -0.3 -0.8 0.8
C 0.0 0.0 0.0
C 0.0 0.1 -0.1
C -0.5 -0.8 -0.4
C 0.2 -0.2 0.1
C -0.3 0.4 -0.2
C -0.4 -0.4 0.1
C -0.2 -0.1 0.0
C 0.0 0.0 0.0
C -0.2 0.2 -0.3
C 0.0 0.0 0.0
C 0.0 0.0 0.0
C 0.7 0.1 -0.2
C 0.1 -0.1 0.3
C 0.0 0.0 0.0
C 0.0 -0.2 0.0
C 0.0 0.0 0.0
C -0.1 0.0 0.0
C 0.0 0.1 0.1
C 0.2 0.3 -0.6
H 0.0 -0.1 0.0
H 0.0 0.0 0.0
H 0.0 0.0 0.0
H 0.3 0.1 0.0
H 0.0 0.0 0.0
H 0.0 0.2 0.0
H 0.0 0.0 0.0
H 0.0 0.0 0.0
H 0.0 0.0 0.0
H 0.0 0.1 0.0
H 0.0 0.0 0.0
H -0.1 0.1 0.0
H 0.0 0.0 0.0
H 0.0 0.0 0.0
H 0.1 0.0 0.0
H 0.0 0.0 0.1
H 0.0 0.0 0.0
H 0.0 0.0 0.0
H -0.1 0.0 0.1
H 0.0 0.0 0.0
H 0.0 0.0 0.0
H -0.1 -0.1 0.0
H -0.1 0.2 0.0
H 0.0 0.0 0.0
H 0.0 0.0 0.0
H 0.0 -0.1 0.1
H 0.0 0.0 -0.1
H 0.0 0.0 0.0
H 0.0 0.0 -0.1
H 0.0 0.0 0.0
H 0.0 0.0 -0.1
H 0.0 0.0 0.0
H 0.0 0.0 0.0
H 0.1 0.0 -0.1
H 0.0 0.0 0.0
H 0.0 0.0 0.0
H 0.1 -0.1 0.0
H 0.0 0.0 0.0
H 0.0 0.1 0.1
H 0.0 0.0 0.0
H 0.0 0.0 0.0
H -0.1 0.0 0.0
H 0.0 0.0 0.0
H 0.0 0.0 0.0
H 0.0 0.0 0.0
H 0.0 0.0 0.0
H 0.0 0.0 0.0
H 0.0 0.0 -0.1
H -0.1 -0.1 0.2
H 0.0 0.0 0.0
H 0.0 0.1 0.0
H 0.0 0.0 0.1
H 0.0 0.0 0.0
H -0.1 0.0 0.0
H 0.0 0.0 0.0
H 0.0 0.0 -0.1
H 0.0 0.0 0.0
H 0.0 0.0 0.0
H 0.0 0.0 0.0
H 0.1 0.0 0.0
H 0.0 0.0 0.0
H 0.0 0.0 0.0

Properties
Spin multiplicity: 2
Kohn-Sham gap (alpha / beta): 5.334 / 5.091 eV
ΔE to the lowest compared entry with this formula, charge and spin: 0.0 kJ/mol
HOMO (alpha / beta): -14.37 / -14.23 eV
Net charge: +3